[1]
{
  "formula": "C3H3N2",
  "method": "ωB97M-V/def2-TZVPD",
  "symbols": ["C", "N", "C", "C", "N", "H", "H", "H"],
  "positions_angstrom": [[1.489377, 0.115970, -0.080430], [0.204409, -0.308416, -0.002752], [-1.145283, -0.086878, 0.361266], [-2.480591, -0.192911, 0.068430], [-3.613479, -0.128748, -0.195422], [2.063117, -0.387618, -0.867238], [1.466627, 1.173230, -0.056729], [2.015821, -0.184629, 0.772874]],
  "atomic_forces_ev_per_a": [[1.526, 0.323, -0.316], [-15.939, 0.962, 3.352], [13.479, -2.291, -4.032], [-0.820, 0.238, -0.011], [1.066, -0.173, 0.295], [-0.533, 0.305, -0.459], [0.451, 1.293, -0.632], [0.770, -0.658, 1.805]],
  "nbo_charge": [-0.480, -0.086, 0.554, 0.056, 0.075, 0.312, 0.277, 0.292],
  "charge": 1,
  "smiles": "C[N+]#CC#N",
  "e_lumo_ev": [-8.381, -8.380]
}

***

[2]
{
  "formula": "C3H3N2O4P",
  "method": "ωB97M-V/def2-TZVPD",
  "symbols": ["C", "C", "C", "N", "N", "O", "O", "O", "O", "P", "H", "H", "H"],
  "positions_angstrom": [[2.525517, 0.158241, -0.306822], [2.370959, -0.580385, -1.299699], [1.352967, 0.867698, 0.881114], [0.171475, 0.638606, 0.654749], [-0.729518, 0.462903, -0.226464], [-1.691353, -1.820043, 0.954924], [-3.126927, 0.328035, 0.558333], [1.943823, 1.476307, 1.768890], [-2.354164, -1.019533, -1.499529], [-1.889706, -0.722738, -0.091083], [3.404312, 0.511723, 0.372462], [1.603435, -1.166627, -1.692435], [-3.580819, 0.865813, -0.074439]],
  "atomic_forces_ev_per_a": [[1.318, 1.418, 3.021], [0.984, -0.416, -0.525], [1.744, 0.309, -0.079], [-2.943, -1.309, -0.758], [1.897, 1.028, -0.387], [-0.076, 1.703, -1.427], [0.911, -1.345, 0.939], [0.949, 0.682, 0.863], [0.439, -0.040, 0.825], [-2.723, -1.220, 0.771], [-1.304, -0.465, -1.575], [-1.293, -0.444, -0.753], [0.098, 0.099, -0.916]],
  "nbo_charge": [-0.390, -0.422, 0.560, -0.188, -0.635, -1.171, -1.056, -0.756, -1.195, 2.385, 0.210, 0.194, 0.464],
  "charge": -2,
  "e_lumo_ev": [6.612, 6.588]
}

***

[3]
{
  "formula": "C3H3N2O4P",
  "method": "ωB97M-V/def2-TZVPD",
  "symbols": ["C", "C", "C", "N", "N", "O", "O", "O", "O", "P", "H", "H", "H"],
  "positions_angstrom": [[1.754538, 0.052999, 0.361651], [0.779409, 0.375715, -0.511838], [1.261043, -0.705809, 1.569474], [-0.059211, -0.415595, 1.714931], [-0.449012, 0.170616, -0.238463], [-2.780652, -0.788197, -1.002695], [-2.643721, 1.749737, -0.838669], [1.994340, -1.327498, 2.377323], [-1.092870, 0.564309, -2.506223], [-1.942818, 0.499010, -1.246753], [2.743138, -0.055417, -0.106606], [1.148390, 1.020804, -1.450881], [-0.712575, -1.140673, 1.878746]],
  "atomic_forces_ev_per_a": [[1.579, -1.790, 1.079], [1.930, 2.364, -1.902], [1.957, 1.356, -1.062], [-0.709, 1.650, -3.095], [-0.850, -0.753, 2.622], [1.383, 1.506, -0.338], [0.311, 0.749, 0.479], [-0.921, 0.027, -0.433], [-0.083, -0.027, 0.328], [-2.435, -2.396, -0.582], [-0.073, 0.082, 0.939], [-1.507, -1.773, 1.780], [-0.582, -0.996, 0.186]],
  "nbo_charge": [-0.542, 0.057, 0.586, -0.531, -0.456, -1.231, -1.210, -0.735, -1.165, 2.444, 0.182, 0.235, 0.368],
  "charge": -2,
  "e_lumo_ev": 6.120
}

***

[4]
{
  "formula": "C3H3N2OS",
  "method": "ωB97M-V/def2-TZVPD",
  "symbols": ["C", "C", "C", "N", "N", "O", "S", "H", "H", "H"],
  "positions_angstrom": [[0.613977, 0.816523, 0.680949], [-0.407980, 0.337739, -1.695179], [0.315550, -0.183708, 1.693615], [-0.381212, -0.706343, -0.918473], [0.729448, -0.474330, 0.306433], [-0.842594, 0.580675, -2.708859], [0.179249, 2.043785, -0.295443], [0.967439, -0.660736, 2.313924], [-0.739385, -0.043968, 1.783195], [-0.434491, -1.709636, -1.160162]],
  "atomic_forces_ev_per_a": [[0.755, -0.101, -1.325], [0.334, 0.399, 1.737], [-1.708, 1.300, -1.934], [3.182, -0.872, 5.047], [-2.335, -0.411, -3.443], [-0.876, 1.228, -3.057], [-0.047, -1.044, -0.126], [1.358, -0.849, 2.214], [-0.803, -0.574, 1.285], [0.139, 0.924, -0.398]],
  "nbo_charge": [0.074, 0.765, -0.200, -0.507, -0.157, -0.360, 0.372, 0.276, 0.259, 0.479],
  "charge": 1,
  "e_lumo_ev": -6.643
}

***

[5]
{
  "formula": "C3H3N3",
  "method": "ωB97M-V/def2-TZVPD",
  "symbols": ["N", "C", "N", "C", "C", "N", "H", "H", "H"],
  "positions_angstrom": [[1.510190, 1.267030, 0.518649], [0.587209, 0.500739, 0.185759], [-0.791458, 0.860591, -0.353015], [-1.432345, -0.274985, -0.698630], [-0.463230, -1.421271, -0.167213], [0.515905, -0.819128, 0.528880], [2.204451, 0.747550, 0.806112], [-2.327523, -0.251591, -1.266480], [-0.669192, -2.482319, -0.320740]],
  "atomic_forces_ev_per_a": [[-4.498, 4.115, -3.033], [-4.680, 0.379, 0.855], [-0.920, -1.625, -1.955], [5.947, 2.758, 2.520], [0.642, 3.415, 1.320], [-1.032, -5.667, -2.719], [4.873, -3.371, 2.459], [-0.755, -0.244, -0.101], [0.424, 0.239, 0.655]],
  "nbo_charge": [-0.505, 0.479, -0.388, 0.006, 0.093, -0.462, 0.343, 0.221, 0.213],
  "smiles": "N=C1N=CC=N1",
  "e_lumo_ev": -1.451
}

***

[6]
{
  "formula": "C3H3N3",
  "method": "ωB97M-V/def2-TZVPD",
  "symbols": ["N", "C", "C", "N", "C", "N", "H", "H", "H"],
  "positions_angstrom": [[-0.358438, -0.668175, -0.493201], [0.701976, -0.431552, 0.162527], [1.940512, -1.174486, 0.011338], [2.925849, -1.764044, -0.128451], [-2.139493, 2.725019, 0.614683], [-1.859521, 1.662615, 0.203270], [-1.567264, 0.752530, -0.151164], [-0.261550, -1.449360, -1.143579], [0.709271, 0.386564, 0.884654]],
  "atomic_forces_ev_per_a": [[0.380, -0.009, 0.140], [-0.288, 0.002, -0.143], [0.831, -0.539, -0.150], [-0.947, 0.565, 0.154], [0.270, -1.056, -0.399], [-0.301, 1.038, 0.396], [0.002, 0.032, 0.017], [0.015, 0.071, 0.076], [0.038, -0.103, -0.091]],
  "nbo_charge": [-0.560, 0.050, 0.182, -0.227, 0.270, -0.762, 0.452, 0.370, 0.225],
  "e_lumo_ev": -0.957
}

***

[7]
{
  "formula": "C3H3N3",
  "method": "ωB97M-V/def2-TZVPD",
  "symbols": ["C", "N", "N", "C", "C", "N", "H", "H", "H"],
  "positions_angstrom": [[-2.389603, -0.552944, -0.072509], [-1.099533, -0.370582, 0.078102], [-0.671018, 0.896734, 0.054551], [0.625137, 0.885326, -0.081351], [1.673900, -0.096075, -0.042843], [2.563403, -0.807540, 0.037285], [-2.844408, -1.613774, -0.150043], [-3.114546, 0.267104, 0.166377], [0.952383, 1.898545, -0.025682]],
  "atomic_forces_ev_per_a": [[0.801, -0.256, 1.723], [-3.525, -3.447, -1.286], [2.218, 0.059, -0.090], [-1.417, 2.099, 0.963], [-1.544, -0.021, -0.147], [0.687, -0.452, -0.005], [1.244, 1.812, 0.110], [0.642, -0.376, -0.913], [0.894, 0.582, -0.356]],
  "nbo_charge": [-0.035, -0.322, -0.205, 0.004, 0.211, -0.244, 0.199, 0.174, 0.218],
  "smiles": "C=N/N=C\\C#N",
  "e_lumo_ev": -0.982
}

***

[8]
{
  "formula": "C3H3N3",
  "method": "ωB97M-V/def2-TZVPD",
  "symbols": ["C", "C", "C", "N", "N", "N", "H", "H", "H"],
  "positions_angstrom": [[0.223109, 0.282476, -0.362264], [-0.501247, 0.180937, 2.863757], [0.805579, -0.662726, -1.306554], [-1.050107, 0.863920, 2.134367], [-1.465170, 1.409939, 0.986469], [-0.746864, 0.855070, 0.075153], [1.440090, -0.437179, -2.088818], [1.418701, -1.294036, -0.557570], [-0.124091, -1.198400, -1.744538]],
  "atomic_forces_ev_per_a": [[-2.432, 3.037, -0.680], [1.556, -1.947, 2.844], [-2.572, -3.071, 2.908], [-1.394, 1.301, -1.788], [-0.311, 0.507, -0.890], [3.051, -1.717, -0.386], [1.305, 1.561, -1.249], [-1.020, 0.178, -1.437], [1.819, 0.152, 0.678]],
  "nbo_charge": [0.365, 0.185, -0.707, -0.366, -0.205, -0.056, 0.258, 0.275, 0.251],
  "e_lumo_ev": -0.385
}

***

[9]
{
  "formula": "C3H3N3",
  "method": "ωB97M-V/def2-TZVPD",
  "symbols": ["C", "N", "C", "N", "C", "N", "H", "H", "H"],
  "positions_angstrom": [[0.080363, 0.654813, 1.101486], [1.138768, 0.629270, 0.267587], [1.018126, -0.085728, -0.822164], [-0.100119, -0.770322, -1.121718], [-1.079938, -0.509343, -0.274345], [-1.094919, 0.155984, 0.843902], [0.272875, 1.194352, 2.014090], [1.871288, -0.302628, -1.454569], [-2.106443, -0.966398, -0.554268]],
  "atomic_forces_ev_per_a": [[1.815, 1.060, -0.500], [0.409, 0.454, 0.828], [-0.809, -1.485, 0.209], [0.388, 0.844, 0.087], [-3.519, -2.466, -2.251], [0.099, 0.363, 0.985], [-0.273, 0.037, 0.330], [0.110, 0.546, -0.051], [1.781, 0.646, 0.363]],
  "nbo_charge": [0.288, -0.479, 0.279, -0.464, 0.281, -0.462, 0.188, 0.192, 0.178],
  "smiles": "c1ncncn1",
  "e_lumo_ev": 0.383
}

***

[10]
{
  "formula": "C3H3N3",
  "method": "ωB97M-V/def2-TZVPD",
  "symbols": ["N", "C", "C", "N", "C", "N", "H", "H", "H"],
  "positions_angstrom": [[-0.963976, 1.243998, 2.069247], [-0.643788, 0.536602, 1.214844], [-0.153285, -0.338272, 0.131981], [1.288318, -0.197258, 0.086781], [-0.906030, -0.040249, -1.121288], [-1.482968, 0.156138, -2.104012], [-0.410203, -1.369729, 0.406042], [1.717113, -0.763562, -0.636078], [1.554819, 0.772332, -0.047518]],
  "atomic_forces_ev_per_a": [[0.247, -0.694, -0.830], [-0.362, 0.652, 0.817], [-0.104, -0.040, 0.110], [0.093, 0.044, -0.172], [-0.445, 0.194, -0.862], [0.648, -0.200, 0.994], [0.094, 0.138, -0.043], [-0.161, 0.023, 0.024], [-0.011, -0.117, -0.038]],
  "nbo_charge": [-0.261, 0.267, -0.229, -0.782, 0.245, -0.269, 0.271, 0.380, 0.378],
  "smiles": "N#CC(N)C#N",
  "e_lumo_ev": 0.369
}

***

Number 1: total energy -6126.359 eV. Number 2: total energy -23615.936 eV. Number 3: total energy -23617.820 eV. Number 4: total energy -19010.162 eV. Number 5: total energy -7626.905 eV. Number 6: total energy -7627.511 eV. Number 7: total energy -7626.668 eV. Number 8: total energy -7623.678 eV. Number 9: total energy -7629.327 eV. Number 10: total energy -7628.635 eV.